A:
Molecular formula: C3H7NO3P
Method: DFT, ωB97M-V/def2-TZVPD

Results
HOMO-LUMO gap in eV: 7.407
E_HOMO in eV: -3.6
Total charge: -1
LUMO level in eV: 3.8

Each line ends with the natural charge from an NBO analysis.
Atoms and positions in Å:
O: 2.317 0.500 -1.427  -1.08
P: 2.139 0.105 -0.051  2.40
O: 3.305 -0.194 0.811  -1.08
N: 0.929 0.926 0.736  -0.96
C: -0.262 1.151 -0.012  -0.23
C: -1.368 0.028 0.218  -0.45
C: -0.893 -1.409 -0.352  -0.01
O: 0.143 -1.973 0.278  -0.90
H: 0.789 0.599 1.669  0.40
H: 0.009 1.213 -1.111  0.22
H: -0.732 2.090 0.400  0.16
H: -1.596 0.200 1.278  0.18
H: -2.253 0.149 -0.539  0.18
H: -1.807 -1.979 -0.357  0.09
H: -0.720 -1.405 -1.541  0.08


B:
Molecular formula: C3H7NO3P
Method: DFT, ωB97M-V/def2-TZVPD

Results
HOMO-LUMO gap in eV: 6.152
E_HOMO in eV: -2.3
Total charge: -1
LUMO level in eV: 3.9

Each line ends with the natural charge from an NBO analysis.
Atoms and positions in Å:
C: -1.614 -0.970 -1.854  0.40
C: -0.637 0.833 1.334  -0.76
C: 0.537 1.628 1.491  0.43
N: 0.557 0.550 -1.934  -1.19
O: -2.151 -2.273 -2.022  -0.77
O: -2.323 0.032 -1.774  -0.72
O: 0.880 2.292 2.466  -0.59
P: 0.130 -1.077 -1.639  0.08
H: -1.371 0.901 0.455  0.29
H: -1.292 0.921 2.121  0.21
H: -0.111 -0.173 1.214  0.27
H: 1.340 1.455 0.717  0.12
H: 1.158 0.648 -2.716  0.36
H: -0.369 1.024 -2.096  0.39
H: -1.366 -2.822 -2.464  0.48


Energy comparison, zero being the most stable, in kcal/mol: A 0.0; B 26.3.


A:
Molecular formula: C2H10O2Si2
Method: DFT, ωB97M-V/def2-TZVPD

Results
HOMO-LUMO gap in eV: 8.245
E_HOMO in eV: -8.4
Total charge: 0
LUMO level in eV: -0.2

Each line ends with the natural charge from an NBO analysis.
Atoms and positions in Å:
C: 0.370 -1.346 -0.212  -0.64
C: -0.070 -0.050 -0.903  -0.01
O: -4.221 -0.769 0.211  -1.12
O: 0.609 1.101 -0.514  -0.91
Si: -4.159 0.704 -0.454  0.97
Si: 2.059 1.621 0.062  1.24
H: -0.253 -2.069 -0.655  0.22
H: 1.402 -1.395 -0.490  0.21
H: 0.336 -1.352 0.870  0.21
H: -1.172 0.174 -0.756  0.15
H: -0.009 -0.182 -2.008  0.17
H: -4.419 -0.819 1.142  0.50
H: 2.323 1.146 1.432  -0.21
H: -3.846 1.696 0.707  -0.35
H: 3.074 1.097 -0.992  -0.22
H: 2.141 2.998 -0.046  -0.21


B:
Molecular formula: C2H10O2Si2
Method: DFT, ωB97M-V/def2-TZVPD

Results
HOMO-LUMO gap in eV: 9.805
E_HOMO in eV: -9.9
Total charge: 0
LUMO level in eV: -0.1

Each line ends with the natural charge from an NBO analysis.
Atoms and positions in Å:
C: -1.723 -1.600 -1.313  -1.08
Si: -0.045 -0.832 -0.876  1.18
O: 0.473 -2.291 -0.325  -1.09
Si: 0.231 0.751 0.720  1.12
C: 1.699 1.750 0.350  -1.14
O: -1.395 1.963 0.221  -1.08
H: -2.488 -1.457 -0.540  0.24
H: -2.277 -1.268 -2.197  0.24
H: -1.517 -2.610 -1.560  0.25
H: 0.799 -0.819 -2.135  -0.18
H: 1.290 -2.300 0.178  0.48
H: 0.108 0.577 2.240  -0.15
H: 1.924 1.440 -0.612  0.24
H: 1.640 2.824 0.455  0.27
H: 2.489 1.378 0.941  0.24
H: -1.923 2.388 0.816  0.46


Energy comparison, zero being the most stable, in kcal/mol: A 25.3; B 0.0.


A:
Molecular formula: C3H8N2
Method: DFT, ωB97M-V/def2-TZVPD

Results
HOMO-LUMO gap (spin up / spin down) in eV: 3.105 / 7.408
Spin multiplicity: 2
Expectation value of S²: 0.7530
E_HOMO (spin up / spin down) in eV: 1.0 / -3.4
Total charge: -1
LUMO level (spin up / spin down) in eV: 4.1 / 4.0

Each line ends with the Mulliken spin population.
Atoms and positions in Å:
C: 2.667 0.741 0.888  0.04
N: 1.924 0.478 -0.178  0.01
H: 3.545 1.505 0.898  0.00
H: 2.264 0.522 1.888  0.00
H: 1.331 -0.338 -0.084  0.00
C: -1.697 0.420 0.526  0.01
C: -1.705 -1.234 -1.159  0.40
N: -0.955 -0.518 -0.384  0.36
H: -0.975 1.269 0.864  -0.01
H: -2.108 0.015 1.453  -0.01
H: -2.466 0.966 0.065  0.05
H: -1.216 -2.138 -1.466  0.06
H: -2.755 -1.080 -1.209  0.07


B:
Molecular formula: C3H8N2
Method: DFT, ωB97M-V/def2-TZVPD

Results
HOMO-LUMO gap (spin up / spin down) in eV: 3.804 / 7.750
Spin multiplicity: 2
Expectation value of S²: 0.7537
E_HOMO (spin up / spin down) in eV: 0.6 / -3.4
Total charge: -1
LUMO level (spin up / spin down) in eV: 4.4 / 4.4

Each line ends with the Mulliken spin population.
Atoms and positions in Å:
C: 2.207 1.017 -0.509  0.01
N: 2.330 2.227 -0.850  0.00
H: 3.116 0.422 -0.567  0.00
H: 1.258 0.484 -0.374  0.02
H: 1.410 2.687 -0.871  0.00
C: -1.042 -0.004 0.920  -0.07
C: -1.634 -1.827 -0.421  0.50
N: -0.932 -0.667 -0.357  0.31
H: -0.022 0.138 1.315  0.04
H: -1.568 0.961 0.886  0.03
H: -1.578 -0.652 1.638  0.02
H: -1.543 -2.465 -1.302  0.07
H: -2.003 -2.322 0.492  0.07


Energy comparison, zero being the most stable, in kcal/mol: A 22.6; B 0.0.


A:
Molecular formula: CHN2
Method: DFT, ωB97M-V/def2-TZVPD

Results
HOMO-LUMO gap in eV: 11.408
E_HOMO in eV: -20.2
Total charge: +1
LUMO level in eV: -8.8

Each line ends with the Mulliken charge.
Atoms and positions in Å:
C: 1.056 0.076 0.320  0.28
N: 1.756 1.044 -0.225  0.10
N: 2.366 0.294 0.728  0.11
H: -0.393 -0.062 -0.075  0.51


B:
Molecular formula: CHN2
Method: DFT, ωB97M-V/def2-TZVPD

Results
HOMO-LUMO gap (spin up / spin down) in eV: 8.086 / 8.086
E_HOMO (spin up / spin down) in eV: -18.0 / -18.0
Total charge: +1
LUMO level (spin up / spin down) in eV: -10.0 / -10.0

Each line ends with the natural charge from an NBO analysis.
Atoms and positions in Å:
C: -0.670 0.012 0.007  0.45
N: 1.813 -0.013 0.002  0.39
N: 0.603 0.007 -0.009  -0.17
H: -1.745 -0.005 -0.001  0.33


Energy comparison, zero being the most stable, in kcal/mol: A 20.7; B 0.0.